a.
Molecular formula: C3H10NO2
Method: DFT, ωB97M-V/def2-TZVPD

XYZ file:
```
16
C3H10NO2 | the Open Molecules 2025 dataset | ωB97M-V/def2-TZVPD
C 0.798 -0.037 0.405
C -1.694 -0.680 -0.196
O 1.940 0.488 -0.041
H -0.964 -2.231 0.833
H 0.197 0.641 1.110
H 2.544 1.989 -0.224
H -2.569 -2.165 0.868
H -0.367 0.541 -1.339
H -0.008 -1.127 -1.375
H 2.607 3.430 0.262
C -0.275 -0.303 -0.675
N -1.775 -2.064 0.237
O 2.994 2.865 -0.429
H -1.963 0.069 0.568
H -2.357 -0.448 -1.031
H 0.893 -0.966 1.027
```

Results
- Net charge: -1
- E_LUMO: 0.1472 hartree
- HOMO level: -0.114 hartree
- Frontier orbital gap: 7.11 eV

b.
Molecular formula: C3H10NO2
Method: DFT, ωB97M-V/def2-TZVPD

XYZ file:
```
16
C3H10NO2 | the Open Molecules 2025 dataset | ωB97M-V/def2-TZVPD
C -0.956 -0.728 -0.029
H -2.733 0.585 -0.166
H 2.257 2.162 0.908
H 1.900 0.619 0.913
H 1.819 -0.027 -1.947
H 0.890 -1.514 -1.789
H 0.122 0.828 -0.070
N -0.057 0.181 -0.862
H -1.847 1.016 1.232
H -2.793 -0.287 1.232
O 1.765 1.439 1.423
H -0.282 -1.163 0.670
O 2.050 -1.021 -0.169
C -2.067 0.139 0.590
C 1.252 -0.639 -1.227
H -1.322 -1.591 -0.708
```

Results
- Net charge: -1
- E_LUMO: 0.1512 hartree
- HOMO level: -0.108 hartree
- Frontier orbital gap: 7.05 eV

c.
Molecular formula: C3H10NO2
Method: DFT, ωB97M-V/def2-TZVPD

XYZ file:
```
16
C3H10NO2 | the Open Molecules 2025 dataset | ωB97M-V/def2-TZVPD
H 2.336 -0.686 -1.143
C 0.382 -0.299 -1.285
H -2.306 -0.806 0.599
H -0.339 -0.185 -2.118
H -1.789 0.653 -0.290
C -1.428 -0.149 0.452
O 0.219 2.446 2.678
H 0.339 -1.393 0.706
H 1.779 -0.590 -2.669
C -0.281 -1.036 -0.121
N 1.583 -0.992 -1.757
O -1.024 0.394 1.657
H -0.200 1.581 2.337
H -0.764 -1.991 -0.412
H 0.420 0.734 -0.890
H 1.074 2.318 2.256
```

Results
- Net charge: -1
- E_LUMO: 0.1413 hartree
- HOMO level: -0.106 hartree
- Frontier orbital gap: 6.74 eV

Which structure is the least stable? The one labeled b.

a.
Molecular formula: C54H114N6O6
Method: DFT, ωB97M-V/def2-TZVPD

XYZ file:
```
180
C54H114N6O6 | the Open Molecules 2025 dataset | ωB97M-V/def2-TZVPD
H -11.876 -10.625 14.974
N -18.409 5.306 14.822
C -17.718 4.427 13.874
O -21.650 -0.883 17.616
C -18.078 6.252 12.126
C -15.828 0.394 13.098
H -12.559 0.488 16.554
C -13.465 1.400 19.199
H -17.809 7.683 13.728
H -16.854 3.164 15.364
H -13.446 3.176 13.544
H -16.807 0.176 12.660
C -11.646 0.015 16.909
C -17.114 5.195 12.700
C -15.268 -2.056 13.667
C -20.457 -3.128 16.224
N -10.881 -7.829 13.326
C -17.572 -0.592 16.551
H -10.077 2.673 14.757
N -12.038 5.609 13.048
O -18.873 4.595 15.946
H -13.021 5.842 16.321
H -19.521 2.377 17.685
H -11.616 -0.920 16.344
H -11.635 -0.407 14.311
H -17.519 0.174 15.770
C -19.388 6.290 14.322
C -12.307 -0.846 13.568
H -13.280 2.583 11.877
H -14.615 2.692 20.503
H -10.125 -9.611 16.208
H -14.498 3.026 18.037
H -13.067 3.331 19.994
C -10.337 -0.805 18.908
C -12.043 -5.807 14.113
H -10.234 -0.601 19.975
H -15.845 -1.922 14.584
H -17.015 4.455 11.897
H -10.391 7.379 14.135
C -11.795 5.733 14.516
H -13.952 6.010 14.923
H -20.229 6.820 16.318
H -15.767 3.328 13.933
C -12.944 -0.252 9.882
H -10.252 -6.384 11.238
H -10.743 5.092 10.799
H -11.938 -6.099 11.475
H -14.382 -0.045 20.583
C -11.963 4.290 12.344
H -13.066 2.622 17.334
C -13.093 5.447 15.306
H -21.524 -3.123 15.985
C -20.719 5.745 13.791
H -11.591 3.667 10.269
H -17.781 -0.666 18.691
H -10.611 -10.600 13.737
O -13.120 6.377 12.612
H -20.882 0.478 19.699
H -21.464 -0.863 15.038
C -18.035 0.003 17.862
C -10.859 3.333 14.378
H -13.041 -3.111 11.815
H -9.481 -0.407 18.359
H -11.973 -0.350 9.386
C -13.871 2.139 17.894
H -14.400 -2.700 13.807
C -12.440 -8.053 15.103
H -12.511 -1.691 19.757
C -19.560 0.146 17.958
H -12.233 -1.926 13.752
H -13.157 2.138 21.304
H -19.915 0.091 14.946
C -13.074 -1.107 11.164
H -15.426 0.517 19.365
H -9.462 -4.830 14.317
H -13.574 -0.601 9.059
H -15.505 1.303 12.590
C -13.569 2.424 20.337
H -13.449 0.869 13.935
H -11.051 4.472 16.026
H -8.564 -5.925 13.301
H -11.777 -4.774 14.343
H -12.720 7.049 12.046
C -19.990 1.468 17.301
H -9.818 3.728 12.414
H -16.536 -0.930 16.670
H -13.248 -8.250 14.387
C -18.620 7.098 13.285
C -11.210 7.103 14.806
C -11.482 -10.068 14.123
H -11.755 0.400 11.916
C -10.786 4.710 14.988
C -9.453 -5.851 13.925
C -11.705 4.579 10.855
H -19.657 1.489 16.260
O -9.769 -8.425 12.684
H -10.796 7.268 15.803
H -14.072 4.110 12.132
H -20.059 -3.777 15.441
C -19.828 0.275 19.485
C -12.894 -2.624 10.851
H -13.371 4.401 15.202
N -12.085 0.865 19.187
H -11.898 7.940 14.644
C -11.672 -0.301 18.383
C -11.940 -0.660 12.117
H -9.918 -7.822 16.182
H -11.954 -2.827 10.336
H -15.885 4.537 15.141
H -15.974 -2.541 12.987
H -20.866 6.097 12.765
O -15.439 -1.222 10.761
C -20.372 -0.888 14.985
H -18.078 2.442 12.889
H -20.802 4.662 13.772
C -10.788 -6.346 13.351
H -9.788 5.150 15.032
N -20.260 -1.031 17.496
H -11.001 -1.178 11.927
H -16.121 5.623 12.835
H -14.770 -1.774 19.109
H -21.567 6.186 14.315
H -15.404 -0.555 10.065
C -12.309 -6.587 15.392
H -10.863 2.440 12.454
H -19.212 7.888 12.809
C -14.799 -0.739 13.057
H -19.237 2.954 14.228
H -13.141 0.781 10.163
C -14.167 -0.997 18.638
H -21.059 1.675 17.251
C -12.715 -1.410 18.720
H -16.067 0.698 14.124
C -11.145 -8.637 14.536
C -14.377 0.240 19.529
H -19.272 3.687 12.623
H -18.762 7.692 15.887
H -11.799 2.873 14.687
H -11.430 -6.395 16.020
H -18.281 4.903 16.640
C -18.353 -1.834 16.086
H -10.261 -1.888 18.785
H -18.158 -2.060 15.040
H -21.916 -1.530 18.279
H -18.933 5.800 11.614
N -14.429 -0.809 11.634
H -12.926 -5.878 13.479
C -16.494 3.829 14.569
H -12.508 5.200 10.458
H -17.605 6.852 11.346
H -14.498 -0.760 17.625
C -10.779 3.457 12.857
H -14.434 1.473 17.235
C -18.618 3.247 13.381
O -11.128 1.915 19.052
C -19.667 7.242 15.478
H -20.192 -1.511 14.106
H -12.461 -2.264 18.085
C -10.017 -8.723 15.583
H -10.865 -4.809 11.720
H -13.143 -6.209 15.987
H -10.611 1.792 19.856
C -13.273 3.470 12.515
H -9.252 -6.447 14.818
H -13.636 -2.992 10.141
H -20.203 -3.563 17.190
H -13.833 -0.341 15.013
H -12.233 -10.114 13.332
H -9.113 -8.956 15.015
C -13.626 -0.213 13.947
H -17.992 -2.630 16.742
H -17.479 0.922 18.051
H -20.404 8.012 15.224
H -9.914 -8.384 11.733
C -10.957 -5.881 11.905
H -10.807 0.693 16.748
H -19.660 -0.670 20.008
H -19.257 1.053 19.992
C -19.912 -1.689 16.229
H -12.829 -8.661 15.926
```

Results
- Structure (SMILES): CC1(C)CCCC(C)(C)N1O.CC1(C)CCCC(C)(C)N1O.CC1(C)CCCC(C)(C)N1O.CC1(C)CCCC(C)(C)N1O.CC1(C)CCCC(C)(C)N1O.CC1(C)CCCC(C)(C)N1O
- E_LUMO: 0.0174 hartree
- HOMO level: -0.292 hartree
- Frontier orbital gap: 8.41 eV

b.
Molecular formula: C54H114N6O6
Method: DFT, ωB97M-V/def2-TZVPD

XYZ file:
```
180
C54H114N6O6 | the Open Molecules 2025 dataset | ωB97M-V/def2-TZVPD
H -32.203 -28.183 9.371
H -38.292 -31.349 8.185
H -24.779 -34.655 15.232
H -28.279 -23.704 5.633
H -30.147 -21.755 8.060
H -33.091 -32.241 7.229
H -25.494 -25.515 1.805
C -27.824 -24.424 4.956
H -39.010 -25.252 13.520
C -31.245 -28.545 9.742
C -29.363 -21.032 10.397
C -29.896 -31.823 8.405
H -35.549 -29.172 15.011
H -38.179 -25.279 15.028
H -24.349 -26.413 5.288
C -37.237 -28.214 15.937
C -38.798 -25.899 14.380
H -33.816 -30.899 9.660
H -25.875 -33.376 14.743
H -35.694 -31.372 11.884
H -29.363 -32.007 7.464
H -33.120 -29.512 11.261
H -30.653 -30.630 6.133
C -32.034 -32.438 7.394
H -28.076 -24.075 3.950
H -28.181 -31.385 9.755
H -28.340 -29.023 4.047
C -31.286 -31.291 8.071
H -24.148 -36.009 13.583
H -39.586 -31.337 9.315
H -28.060 -23.208 9.252
H -39.402 -33.637 9.762
H -34.678 -33.521 8.766
C -39.012 -27.588 12.620
H -30.066 -20.230 10.154
H -31.657 -29.328 12.239
H -29.345 -29.721 10.975
C -37.330 -33.960 9.131
N -30.780 -22.816 11.267
C -24.414 -33.857 13.198
C -29.947 -25.079 11.365
H -23.193 -30.191 10.645
C -36.672 -34.110 11.539
H -26.074 -24.881 6.110
H -26.356 -34.572 12.860
C -38.232 -28.342 14.800
C -38.147 -27.180 13.837
H -27.975 -28.433 5.640
H -25.004 -31.958 10.460
H -24.196 -29.461 13.179
H -36.113 -24.936 14.444
C -38.339 -31.177 11.621
H -23.935 -26.608 3.530
H -29.783 -27.091 2.807
C -26.293 -32.485 12.128
C -29.949 -22.439 10.135
O -26.060 -27.924 3.372
H -34.417 -25.342 14.762
H -39.104 -26.818 11.856
C -28.723 -23.349 10.109
C -31.102 -30.166 7.024
H -29.569 -25.616 4.866
N -36.435 -32.018 10.223
O -22.264 -32.846 13.380
N -23.539 -32.786 12.771
H -36.592 -29.774 9.071
H -32.018 -33.313 8.056
C -38.681 -33.267 9.020
H -24.234 -32.967 15.208
H -21.657 -32.736 12.641
H -36.843 -29.267 10.755
H -25.608 -30.618 11.386
H -35.134 -27.859 16.057
H -30.393 -28.393 9.083
C -23.934 -31.460 12.311
H -34.273 -27.053 12.508
H -27.107 -32.667 11.424
H -25.787 -23.724 5.000
H -29.047 -20.930 11.434
H -26.175 -27.764 2.422
H -34.364 -28.626 13.240
O -35.399 -31.403 10.963
H -37.345 -27.284 16.506
H -32.763 -25.583 11.034
H -30.003 -31.348 11.263
C -24.836 -33.712 14.690
C -35.444 -25.699 14.836
H -25.520 -34.275 11.336
C -31.311 -29.986 10.252
C -28.493 -28.173 4.716
H -31.573 -25.392 13.330
H -36.643 -35.199 11.484
H -38.800 -32.072 12.029
C -25.882 -24.899 2.621
H -38.578 -28.479 12.172
H -23.237 -30.626 14.145
C -36.332 -33.462 10.178
H -31.536 -21.239 11.951
C -29.933 -30.539 10.535
C -25.787 -25.586 3.980
H -22.717 -35.147 13.418
C -29.072 -30.933 9.318
H -34.220 -33.348 10.400
C -37.643 -31.223 10.236
H -28.714 -30.045 8.789
H -30.182 -26.140 11.495
H -40.038 -27.848 12.901
H -39.788 -26.066 14.803
H -39.142 -33.506 8.062
H -28.194 -26.995 1.912
C -34.941 -33.876 9.762
H -22.379 -31.768 10.855
C -26.342 -24.680 5.066
H -29.560 -28.125 4.946
C -24.352 -25.960 4.296
C -30.638 -22.422 8.764
H -38.072 -29.308 14.305
H -22.045 -30.465 11.967
H -35.955 -33.807 12.305
H -38.170 -29.240 9.519
C -31.165 -24.184 11.560
H -30.868 -23.776 13.655
C -29.036 -24.846 10.168
H -37.206 -29.038 16.649
H -31.650 -22.037 8.936
C -35.847 -28.156 15.275
H -32.058 -29.777 6.681
C -32.164 -29.970 11.514
H -29.254 -24.994 12.221
H -32.568 -24.005 13.258
H -28.503 -26.179 6.141
N -31.962 -30.882 9.278
H -37.470 -35.036 9.263
C -25.207 -31.639 11.484
H -39.108 -30.410 11.503
H -28.536 -20.906 9.697
H -30.305 -29.463 7.259
H -34.722 -34.923 9.960
H -23.702 -25.083 4.356
H -37.682 -33.812 11.812
H -24.967 -30.755 14.116
O -31.893 -21.947 11.408
H -23.583 -35.419 11.926
H -26.667 -31.994 13.027
C -31.552 -24.344 13.024
H -29.591 -25.155 9.272
C -23.722 -35.205 12.983
N -36.787 -27.124 13.292
H -29.926 -32.828 8.844
C -37.300 -29.772 9.906
C -38.583 -31.748 9.165
H -35.699 -25.761 15.898
H -36.319 -26.689 11.504
O -33.285 -30.490 8.966
C -32.294 -24.674 10.647
H -28.126 -23.089 10.993
H -36.851 -33.879 8.148
N -26.607 -26.800 4.022
C -25.687 -33.881 12.341
H -25.422 -23.905 2.608
H -32.321 -30.942 11.985
H -33.457 -27.221 13.947
H -37.622 -30.765 12.338
H -31.536 -32.727 6.470
H -28.968 -25.587 2.549
H -33.115 -23.951 10.601
H -31.981 -24.825 9.613
C -28.513 -25.785 5.126
C -34.380 -27.567 13.480
H -26.893 -24.645 2.283
H -28.096 -25.393 10.195
C -28.057 -26.852 4.092
C -28.790 -26.648 2.758
H -30.796 -23.416 8.347
O -36.672 -26.184 12.244
C -22.840 -30.921 11.370
C -35.629 -27.078 14.175
H -31.064 -27.861 10.582
C -24.104 -30.502 13.494
H -39.253 -28.488 15.175
```

Results
- Structure (SMILES): CC1(C)CCCC(C)(C)N1O.CC1(C)CCCC(C)(C)N1O.CC1(C)CCCC(C)(C)N1O.CC1(C)CCCC(C)(C)N1O.CC1(C)CCCC(C)(C)N1O.CC1(C)CCCC(C)(C)N1O
- E_LUMO: 0.0177 hartree
- HOMO level: -0.288 hartree
- Frontier orbital gap: 8.32 eV

Which structure is the least stable? The one labeled a.